(1)
Here is a cluster of 2 separate species, CH4Cl2Si in total in a non-equilibrium geometry from OMol25. Energies are from ωB97M-V/def2-TZVPD.

Results
HOMO level (alpha / beta), eV: -9.0709 / -7.8898
2S+1: 1
Frontier orbital gap (alpha / beta), eV: 8.30 / 7.81
Energy above the lowest of the compared OMol25 structures with the same formula, charge and spin, eV: 4.423
LUMO level (alpha / beta), eV: -0.77 / -0.08
E, Ha: -1250.32460

Positions of all 8 atoms, in Å:
1 Cl -3.46 1.47 -0.10
2 Cl -3.41 -2.01 0.45
3 Si -2.51 -0.31 -0.40
4 C 0.84 0.17 0.51
5 H 1.10 1.23 0.70
6 H 1.09 -0.44 -0.46
7 H 0.70 -0.37 1.42
8 H -2.07 -0.69 -1.84

(2)
Here is a structure of composition C24H16F3MnN6O2S3Se in a non-equilibrium geometry from OMol25. Energies are from ωB97M-V/def2-TZVPD.

Results
Net charge: +1
HOMO level (alpha / beta), eV: -10.2452 / -10.3060
2S+1: 4
Frontier orbital gap (alpha / beta), eV: 5.20 / 5.51
⟨S²⟩: 4.172
Energy above the lowest of the compared OMol25 structures with the same formula, charge and spin, eV: 0.000
LUMO level (alpha / beta), eV: -5.04 / -4.80
E, Ha: -6449.63543

Positions of all 56 atoms, in Å:
1 Se 16.28 8.21 16.44
2 Mn 10.83 8.01 10.82
3 S 11.11 5.64 10.51
4 S 8.29 7.90 10.73
5 S 10.80 8.41 8.51
6 F 10.42 13.24 11.47
7 F 11.66 11.90 12.62
8 F 12.06 12.26 10.50
9 O 10.75 9.85 11.27
10 O 9.20 11.14 10.22
11 N 14.54 7.77 16.44
12 N 16.25 8.73 14.73
13 N 13.85 5.56 10.02
14 N 11.19 7.66 12.94
15 N 13.36 5.17 12.04
16 N 13.08 8.47 11.15
17 C 14.68 8.66 12.87
18 C 13.96 8.94 10.24
19 C 8.10 7.81 9.08
20 C 14.77 5.16 11.99
21 C 11.79 7.24 15.59
22 C 14.11 7.98 15.21
23 C 8.86 8.02 6.76
24 C 10.27 7.22 13.76
25 C 13.41 8.39 12.41
26 C 7.55 7.91 6.38
27 C 11.05 12.11 11.43
28 C 6.76 7.60 8.63
29 C 15.06 5.38 10.69
30 C 12.80 5.44 10.89
31 C 10.15 10.98 10.91
32 C 13.73 5.69 8.53
33 C 12.40 7.95 13.38
34 C 15.06 8.48 14.27
35 C 6.51 7.73 7.30
36 C 9.15 8.06 8.12
37 C 12.75 7.78 14.74
38 C 15.56 9.17 11.91
39 C 15.22 9.32 10.58
40 C 10.53 6.97 15.08
41 H 16.54 9.39 12.28
42 H 12.85 5.15 12.92
43 H 15.48 5.05 12.85
44 H 13.21 6.60 8.29
45 H 14.75 5.77 8.14
46 H 5.47 7.58 6.97
47 H 9.62 8.07 6.01
48 H 13.53 8.97 9.22
49 H 13.19 4.84 8.14
50 H 5.92 7.44 9.36
51 H 15.98 5.49 10.17
52 H 15.96 9.70 9.92
53 H 9.81 6.49 15.78
54 H 9.32 7.01 13.32
55 H 7.24 7.96 5.35
56 H 12.07 7.02 16.62

(3)
Here is an isolated molecule of C9H7BrF2S in a non-equilibrium geometry from OMol25. Energies are from ωB97M-V/def2-TZVPD.

Results
HOMO level, eV: -8.8595
2S+1: 1
Frontier orbital gap, eV: 9.29
SMILES string: C=C(Sc1ccccc1)C(F)(F)Br
LUMO level, eV: 0.44
E, Ha: -3519.00662

Positions of all 20 atoms, in Å:
1 Br -2.53 -0.96 -3.18
2 S -0.91 1.79 0.33
3 F -0.79 -1.34 -1.15
4 F -0.25 0.31 -2.49
5 C 0.38 -0.30 1.57
6 C -2.02 0.72 -0.63
7 C 2.78 0.29 0.22
8 C 2.60 -0.95 0.93
9 C 1.67 1.13 0.05
10 C 1.38 -1.20 1.55
11 C -3.26 0.48 -0.38
12 C 0.47 0.82 0.73
13 C -1.21 -0.24 -1.78
14 H -3.96 -0.01 -1.05
15 H -3.93 0.85 0.43
16 H -0.36 -0.54 2.34
17 H 3.38 -1.68 0.97
18 H 3.68 0.67 -0.21
19 H 1.63 2.04 -0.56
20 H 1.25 -1.89 2.31

(4)
Here is an isolated molecule of C3H3N3O2 in a non-equilibrium geometry from OMol25. Energies are from ωB97M-V/def2-TZVPD.

Results
HOMO level, eV: -9.6316
2S+1: 1
Frontier orbital gap, eV: 8.94
SMILES string: Nc1noncc1=O
Energy above the lowest of the compared OMol25 structures with the same formula, charge and spin, eV: 6.240
LUMO level, eV: -0.69
E, Ha: -430.69167

Positions of all 11 atoms, in Å:
1 O 0.42 1.76 0.94
2 O -1.49 -1.29 -0.46
3 N 1.05 -0.67 -1.48
4 N -0.47 1.32 1.77
5 N 0.73 1.36 -0.38
6 C -0.98 0.06 1.47
7 C 0.40 0.15 -0.62
8 C -0.78 -0.37 0.12
9 H 0.48 -1.36 -1.73
10 H 2.02 -0.29 -1.85
11 H -1.38 -0.67 2.22

(5)
Here is a structure of composition C23H31B2F4N8O4Sn from OMol25. Energies are from ωB97M-V/def2-TZVPD.

Results
Net charge: +1
HOMO level, eV: -11.6008
2S+1: 1
Frontier orbital gap, eV: 7.92
LUMO level, eV: -3.68
E, Ha: -2297.50557

Positions of all 73 atoms, in Å:
1 Sn -0.46 -0.33 -0.20
2 F -4.13 -2.04 -2.00
3 F 1.94 1.55 3.57
4 F -1.89 -1.45 -1.76
5 F -0.34 1.22 3.91
6 O -3.12 -2.28 0.08
7 O 0.49 1.84 1.80
8 O 0.96 -0.40 2.79
9 O -3.59 -0.07 -0.88
10 N -0.60 1.47 1.11
11 N 0.57 -1.48 -3.18
12 N -2.01 -1.92 0.79
13 N -0.18 -0.87 2.23
14 N -0.71 1.05 -2.06
15 N 1.92 0.56 -0.22
16 N 2.72 -0.38 -0.17
17 N -2.61 0.49 -0.14
18 C -1.71 2.06 1.33
19 C -0.71 -1.92 2.72
20 C -1.91 3.15 2.32
21 C 1.24 -0.59 -4.13
22 C 2.73 -4.03 -0.29
23 C 2.20 -1.70 -0.18
24 C -4.23 2.14 0.67
25 C 1.74 2.95 -0.59
26 C 2.30 4.21 -0.71
27 C 1.38 -4.32 -0.41
28 C 4.46 3.29 -0.18
29 C -2.89 -3.31 2.61
30 C 0.27 1.53 -3.10
31 C 2.54 1.86 -0.29
32 C 0.85 -1.98 -0.27
33 C -1.91 -2.39 1.98
34 C 3.15 -2.71 -0.18
35 C 3.66 4.38 -0.51
36 C 0.40 0.66 -4.33
37 C 0.43 -3.30 -0.40
38 C 3.90 2.03 -0.07
39 C -0.20 -2.65 3.92
40 C -2.88 1.53 0.56
41 B 0.78 1.05 3.10
42 B -3.24 -1.51 -1.15
43 H -1.48 0.60 -2.54
44 H 5.51 3.42 0.00
45 H 1.05 -5.34 -0.51
46 H 2.20 -0.30 -3.71
47 H 1.44 -1.06 -5.10
48 H -0.31 -1.81 -3.57
49 H -0.10 2.51 -3.41
50 H 1.24 1.69 -2.63
51 H 1.68 5.06 -0.95
52 H 4.11 5.37 -0.60
53 H 3.46 -4.83 -0.29
54 H -3.77 -3.43 1.99
55 H -1.11 1.88 -1.64
56 H 0.52 -2.04 4.45
57 H -2.43 -4.29 2.77
58 H 4.19 -2.44 -0.10
59 H 0.67 2.83 -0.70
60 H -3.18 -2.93 3.59
61 H -2.33 4.03 1.83
62 H 0.88 1.29 -5.09
63 H -4.93 1.66 0.00
64 H -1.02 -2.92 4.58
65 H -4.59 2.05 1.69
66 H 0.28 -3.57 3.59
67 H 4.52 1.18 0.18
68 H -0.58 0.41 -4.74
69 H -4.17 3.21 0.44
70 H -0.62 -3.54 -0.51
71 H 1.13 -2.30 -2.99
72 H -0.97 3.40 2.80
73 H -2.62 2.83 3.08

(6)
Here is a cluster of 2 separate species, C5H8I2N2 in total in a non-equilibrium geometry from OMol25. Energies are from ωB97M-V/def2-TZVPD.

Results
HOMO level, eV: -8.3672
2S+1: 1
Frontier orbital gap, eV: 7.64
Energy above the lowest of the compared OMol25 structures with the same formula, charge and spin, eV: 3.202
LUMO level, eV: -0.73
E, Ha: -900.09883

Positions of all 17 atoms, in Å:
1 I 1.26 3.11 0.38
2 I -3.49 -0.25 0.38
3 N -1.40 -2.87 1.04
4 N -2.05 0.53 -0.98
5 C -1.28 1.67 -0.66
6 C -0.66 -1.99 0.70
7 C -2.30 -3.90 1.49
8 C -0.01 1.44 -0.24
9 C -1.90 3.02 -0.81
10 H -2.18 -3.89 2.59
11 H 0.46 0.48 0.00
12 H -1.41 -0.31 -1.05
13 H -2.06 3.33 -1.96
14 H -2.92 2.99 -0.31
15 H -1.92 -4.86 1.04
16 H -3.23 -3.65 1.13
17 H -1.30 3.89 -0.39